Formula: C48H126O15
Source: the Open Molecules 2025 dataset
Level of theory: ωB97M-V/def2-TZVPD

XYZ file:
```
189
Properties=species:S:1:pos:R:3
C -5.765 7.650 -0.019
C -5.883 6.661 1.129
O -5.312 5.432 0.709
C -4.463 4.815 1.659
C -5.237 4.096 2.732
H -5.799 8.700 0.295
H -4.759 7.619 -0.445
H -6.526 7.562 -0.792
H -5.376 7.082 2.001
H -6.936 6.529 1.387
H -3.963 4.017 1.107
H -3.749 5.483 2.148
H -5.838 4.765 3.361
H -4.573 3.560 3.413
H -5.992 3.409 2.344
C 3.467 4.742 3.631
C 2.720 4.543 2.327
O 1.671 5.477 2.200
C 0.771 5.459 1.094
C -0.139 6.648 1.290
H 4.028 3.865 3.937
H 4.176 5.559 3.455
H 2.802 5.095 4.419
H 3.421 4.511 1.490
H 2.246 3.560 2.428
H 1.389 5.467 0.190
H 0.236 4.505 1.191
H 0.435 7.531 1.582
H -0.753 6.517 2.185
H -0.769 6.828 0.422
C 4.102 -2.603 1.854
C 5.372 -1.858 1.501
O 5.123 -0.497 1.849
C 6.058 0.433 1.337
C 5.912 1.783 2.071
H 3.180 -2.219 1.412
H 4.115 -3.687 1.768
H 3.863 -2.402 2.909
H 6.274 -2.263 1.957
H 5.435 -1.865 0.405
H 7.110 0.119 1.423
H 6.008 0.481 0.244
H 5.590 1.615 3.094
H 5.109 2.276 1.519
H 6.795 2.411 1.998
C 1.435 -3.197 6.649
C 1.933 -3.165 5.189
O 0.896 -2.559 4.423
C -0.115 -3.412 3.918
C -1.273 -2.476 3.603
H 0.704 -2.404 6.808
H 0.973 -4.155 6.887
H 2.214 -2.933 7.369
H 2.768 -2.464 5.178
H 2.268 -4.153 4.869
H 0.258 -3.841 2.974
H -0.402 -4.303 4.487
H -2.074 -2.938 3.031
H -0.853 -1.644 3.030
H -1.707 -1.980 4.469
C 0.199 -2.067 -1.028
C 0.270 -0.962 0.004
O -0.455 0.152 -0.486
C -0.652 1.097 0.553
C -1.649 2.163 0.159
H -0.785 -2.108 -1.496
H 1.000 -2.070 -1.767
H 0.255 -3.074 -0.604
H -0.125 -1.352 0.950
H 1.295 -0.626 0.208
H -1.050 0.588 1.439
H 0.286 1.601 0.804
H -1.236 2.700 -0.710
H -1.621 3.004 0.855
H -2.621 1.803 -0.171
C 0.105 -7.179 -2.422
C 0.352 -6.108 -3.473
O 1.360 -5.246 -2.997
C 1.520 -4.069 -3.819
C 2.054 -4.353 -5.214
H 0.827 -7.993 -2.527
H 0.177 -6.891 -1.373
H -0.896 -7.596 -2.546
H 0.633 -6.540 -4.438
H -0.590 -5.561 -3.634
H 0.476 -3.737 -3.885
H 2.143 -3.329 -3.329
H 2.242 -3.340 -5.586
H 1.335 -4.757 -5.924
H 2.949 -4.964 -5.102
C 2.196 -4.822 0.061
C 2.957 -6.133 0.183
O 4.347 -6.076 0.020
C 4.823 -5.692 -1.272
C 6.312 -5.947 -1.226
H 1.323 -4.866 -0.586
H 1.909 -4.519 1.070
H 2.751 -3.990 -0.383
H 2.646 -6.582 1.126
H 2.555 -6.832 -0.565
H 4.344 -6.373 -1.985
H 4.555 -4.655 -1.473
H 6.768 -5.645 -2.170
H 6.562 -6.955 -0.908
H 6.756 -5.296 -0.466
C -1.585 7.155 -3.928
C -0.563 6.592 -2.966
C -1.176 5.458 -2.128
O 0.504 6.023 -3.739
H -1.130 7.957 -4.514
H -2.416 7.632 -3.402
H -2.016 6.354 -4.529
H -0.189 7.311 -2.232
H -2.062 5.817 -1.598
H -0.575 5.011 -1.336
H -1.438 4.655 -2.822
H 0.429 6.364 -4.634
C -4.959 -2.423 2.825
C -4.333 -1.029 2.839
C -5.389 0.025 2.525
O -3.866 -0.776 4.185
H -5.806 -2.352 3.515
H -4.254 -3.147 3.226
H -5.354 -2.720 1.854
H -3.461 -0.924 2.195
H -5.012 1.044 2.660
H -6.294 0.107 3.133
H -5.662 -0.078 1.469
H -4.619 -0.986 4.748
C 4.327 0.248 -2.366
C 4.608 -0.898 -3.350
C 4.568 -2.259 -2.653
O 3.509 -0.879 -4.279
H 4.378 1.161 -2.965
H 4.967 0.308 -1.486
H 3.309 0.201 -1.977
H 5.549 -0.697 -3.867
H 4.466 -3.050 -3.396
H 3.708 -2.269 -1.985
H 5.532 -2.364 -2.155
H 3.472 0.005 -4.662
C -3.542 -1.735 -2.838
C -4.678 -2.081 -1.913
C -5.860 -1.109 -2.054
O -5.182 -3.414 -2.181
H -2.723 -2.456 -2.775
H -3.115 -0.777 -2.531
H -3.789 -1.729 -3.902
H -4.377 -2.077 -0.864
H -6.008 -0.731 -3.066
H -5.766 -0.230 -1.405
H -6.781 -1.531 -1.647
H -5.652 -3.303 -3.017
C -1.886 -4.852 0.607
C -2.652 -5.054 -0.703
O -4.024 -5.194 -0.409
H -0.833 -5.132 0.603
H -2.340 -5.488 1.372
H -2.038 -3.806 0.875
H -2.174 -5.903 -1.205
H -2.574 -4.112 -1.254
H -4.555 -4.903 -1.171
C 1.848 2.651 -1.202
C 1.936 3.117 -2.636
O 2.534 4.420 -2.711
H 1.190 3.290 -0.607
H 2.747 2.799 -0.587
H 1.616 1.591 -1.104
H 0.905 3.250 -2.985
H 2.461 2.444 -3.316
H 1.856 4.965 -3.140
C 2.807 0.400 4.390
C 1.976 0.782 3.190
O 2.780 1.235 2.098
H 2.161 -0.073 5.139
H 3.316 1.233 4.880
H 3.592 -0.349 4.256
H 1.358 1.663 3.392
H 1.281 -0.002 2.869
H 3.554 0.654 1.988
C -4.563 3.614 -2.516
C -4.370 3.129 -3.955
O -5.524 3.636 -4.665
H -3.697 3.231 -1.969
H -5.500 3.264 -2.089
H -4.617 4.701 -2.485
H -4.405 2.037 -3.986
H -3.485 3.575 -4.416
H -5.576 3.194 -5.521
```

Summary:
Energy relative to the best compared isomer or geometry (same formula, charge and spin) ... 3.249 eV
Kohn-Sham gap ... 9.6 eV
Net charge ... 0
F_max ... 0.0431 hartree/bohr



Formula: C2H8N2O2
Source: the Open Molecules 2025 dataset
Level of theory: ωB97M-V/def2-TZVPD

XYZ file:
```
14
Properties=species:S:1:pos:R:3
O 1.426 -0.066 0.325
C 2.584 0.139 0.125
O 3.129 1.387 0.353
H 3.226 -0.545 -0.447
H 3.327 1.480 1.304
N -1.766 -1.151 -1.057
C -1.624 0.089 -0.269
N -1.016 -0.007 1.022
H -2.073 -0.774 -1.951
H -2.617 -1.605 -0.713
H -2.604 0.616 -0.173
H -0.926 0.741 -0.855
H -0.260 0.635 1.012
H -0.805 -0.941 1.324
```

Summary:
Energy relative to the best compared isomer or geometry (same formula, charge and spin) ... 2.312 eV
SMILES ... O=CO.NCN
Kohn-Sham gap ... 8.9 eV
Net charge ... 0
F_max ... 0.0356 hartree/bohr



Formula: C5H5NO
Source: the Open Molecules 2025 dataset
Level of theory: ωB97M-V/def2-TZVPD

XYZ file:
```
12
Properties=species:S:1:pos:R:3
C 0.128 0.422 -3.111
C -0.165 0.385 -1.942
C -0.325 0.186 -0.532
C 0.263 -0.798 0.152
C 0.219 -0.446 1.605
N -0.990 0.395 1.608
O -0.983 1.077 0.264
H 0.386 0.458 -4.150
H 0.708 -1.677 -0.274
H 1.140 0.084 1.920
H 0.117 -1.330 2.241
H -0.870 1.210 2.203
```

Summary:
Energy relative to the best compared isomer or geometry (same formula, charge and spin) ... 4.439 eV
SMILES ... C#CC1=CCNO1
Kohn-Sham gap ... 9.3 eV
Net charge ... 0
F_max ... 0.0140 hartree/bohr



Results for DFT total energy: -3032.77221, -340.94548, -323.35656 (in Ha, following the order of the records).